Record 1
The following is a DFT calculation (the ωB97M-V functional and the def2-TZVPD basis) of C20H32BeBrCaF2I2N2NaO17PS3 as an isolated structure.

Values from the calculation:
Kohn-Sham gap: 1.0 eV
Multiplicity: 1
Electronic energy: -215751.2453 eV
Total charge: -1
Lowest unoccupied orbital energy: -0.088 hartree

The geometry in XYZ format:
```
83
Properties=species:S:1:pos:R:3:mulliken_charge:R:1
C -5.65319 0.28044 1.92297 -0.88
C -4.07586 -0.11124 2.12375 0.44
C -2.81185 0.98441 2.08184 -0.71
C -1.37696 0.56625 2.82168 0.82
C -0.07900 1.55119 2.67506 -0.81
I -0.08451 3.27160 4.08449 -0.04
C 1.37611 0.80289 2.55490 0.10
C 1.78277 0.74815 0.93279 -0.67
I 2.85338 2.13045 3.49712 -0.02
C -1.33454 -0.84229 3.64582 0.56
P -0.20965 -1.12592 5.14234 0.28
N 1.03870 -2.30871 4.58838 -0.55
O 0.69475 0.26641 5.64161 -0.22
C -2.31903 -2.05800 3.16013 -0.07
C -3.69254 -1.68522 2.36196 -0.12
C -4.41935 -3.09299 1.94330 0.04
O -5.62305 -3.36761 1.41094 -0.72
N -3.28439 -4.10056 2.23625 -0.01
S -2.61775 -4.36155 0.64018 1.09
O -2.00573 -3.05587 -0.00290 -0.34
O -1.43041 -5.39305 0.64188 -0.57
F -3.79164 -4.91432 -0.52268 -0.31
C -2.22359 -3.69052 3.28397 0.09
O -1.45192 -4.48480 4.02769 -0.52
H -6.31929 -0.56355 2.44242 0.17
H -5.84472 1.26687 2.58464 0.31
H -6.00618 0.42206 0.82306 0.25
H -2.96306 2.02791 1.53258 0.32
H -0.22760 2.08995 1.61137 0.44
H 1.40778 -0.30817 2.91415 0.19
H 2.27274 -0.32285 0.74617 0.11
H 0.82860 0.77442 0.23251 0.10
H 2.60016 1.53634 0.64681 0.41
H 0.78589 -2.54228 3.60144 0.26
H 0.87765 -3.20459 5.13038 0.30
H 1.50060 -0.11038 6.14180 0.18
F -0.50098 -1.46999 0.84843 -0.76
Na -7.65800 -3.11472 0.88989 1.03
O 0.55322 5.05741 -1.59981 -0.65
S 0.53110 3.58540 -1.67892 0.99
O 1.88597 3.08903 -1.98098 -0.73
O -0.39547 3.16442 -2.74536 -0.76
O 0.08065 3.03094 -0.38928 -0.58
O 2.35123 -1.32111 -4.65403 -0.83
S 2.43019 -1.53166 -3.22465 1.23
O 2.77106 -0.46372 -2.30809 -0.48
O 3.40183 -2.80569 -2.92853 -0.05
C 4.71564 -2.80065 -3.46696 -0.46
C 5.63969 -1.90024 -2.66848 -1.19
C 0.91436 -2.27532 -2.67642 -0.65
H 4.70190 -2.51646 -4.52470 0.40
H 5.08740 -3.82957 -3.41430 0.30
H 5.35353 -0.84957 -2.77529 0.30
H 6.67314 -2.00495 -3.01038 0.39
H 5.59049 -2.14171 -1.60198 0.32
H 0.67420 -3.11461 -3.33202 0.34
H 0.12782 -1.51942 -2.73138 0.33
H 1.03734 -2.60954 -1.64441 0.30
Be -0.58433 0.97342 6.74774 0.32
Ca 1.14005 0.53114 -3.95501 1.41
C 2.24635 -5.00310 -5.44721 -0.42
O 1.96109 -5.51873 -4.15994 -0.53
H 1.77320 -5.64014 -6.19804 0.31
H 1.84896 -3.98857 -5.53064 0.11
H 3.32743 -4.99668 -5.60682 0.20
H 2.39352 -4.93332 -3.51523 0.30
Br 2.65346 -0.85255 6.70408 -0.61
C 2.73527 9.48287 -2.18563 -1.31
C 2.20787 8.38601 -1.27448 0.52
C 2.15226 8.84712 0.17316 -1.26
O 3.05308 7.24265 -1.37381 -0.50
H 3.75444 9.77038 -1.90367 0.33
H 2.78144 9.13280 -3.22248 0.32
H 2.09745 10.37130 -2.14399 0.36
H 1.20767 8.08362 -1.60323 0.26
H 3.15067 9.11202 0.53880 0.32
H 1.78252 8.04352 0.81905 0.30
H 1.49693 9.71646 0.28562 0.36
H 3.94354 7.50176 -1.08382 0.31
C -10.34943 -6.28192 -0.91815 0.73
O -11.16044 -7.07702 -0.46882 -0.54
O -9.96649 -6.24196 -2.09306 -0.47
O -9.78613 -5.39422 -0.26753 -0.51
```


Record 2
The following is a DFT calculation (the ωB97M-V functional and the def2-TZVPD basis) of C24H42F4N2PtSi as an isolated structure.

Values from the calculation:
Kohn-Sham gap: 8.0 eV
Multiplicity: 1
Electronic energy: -50543.5203 eV
Lowest unoccupied orbital energy: 0.016 hartree

The geometry in XYZ format:
```
74
Properties=species:S:1:pos:R:3:mulliken_charge:R:1
Pt 0.36558 -0.06753 -0.79066 -0.30
C 1.73131 -3.26333 -4.12481 -1.38
C 1.15313 -2.06190 -3.38238 -0.59
N 1.67878 -1.83572 -2.02927 0.32
C 3.13222 -1.67662 -1.97298 -0.74
C 3.63824 -0.53700 -2.84249 -1.39
C 1.25629 -2.85040 -1.05183 -1.25
C -0.24975 -2.92379 -0.80135 -1.00
N -0.86668 -1.60924 -0.91593 1.79
C -2.23852 -1.52870 -0.89421 -0.14
C -2.90137 -0.57085 -1.68895 -0.67
F -2.18194 0.26581 -2.45140 -0.45
C -4.27166 -0.46290 -1.72960 0.87
F -4.82070 0.48853 -2.50158 -0.35
C -5.09068 -1.31429 -1.01225 -0.69
C -4.46848 -2.27589 -0.25122 0.43
F -5.20715 -3.12712 0.47841 -0.33
C -3.09026 -2.38575 -0.18650 0.24
F -2.58323 -3.32122 0.64075 -0.42
H 1.19916 -3.40169 -5.06651 0.45
H 1.62537 -4.18508 -3.55060 0.27
H 2.78871 -3.13103 -4.36013 0.27
H 0.07184 -2.16416 -3.28673 0.26
H 1.31857 -1.15124 -3.96057 0.46
H 3.63853 -2.61120 -2.25361 0.49
H 3.39132 -1.48508 -0.93005 0.44
H 3.62055 -0.78843 -3.90367 0.34
H 4.66779 -0.29559 -2.57784 0.41
H 3.02992 0.35667 -2.69447 0.25
H 1.75317 -2.58124 -0.11638 0.53
H 1.60942 -3.85658 -1.31825 0.44
H -0.38308 -3.40202 0.17295 0.31
H -0.72248 -3.58409 -1.54092 0.61
H -6.16639 -1.22801 -1.04628 0.49
C -0.11935 3.50973 -0.58193 -2.05
C 0.85454 2.70915 0.29230 2.51
C 1.59582 3.69306 1.19842 -1.73
C 1.84158 2.00193 -0.64882 -2.53
Si -0.02132 1.19766 1.09667 -0.89
C 1.09591 0.34186 2.44820 2.67
C 2.56863 0.26429 2.01888 -2.07
C 1.06453 1.06633 3.80306 -1.88
C 0.64098 -1.11800 2.65282 -1.90
C -1.75070 1.60327 1.81261 3.14
C -2.76317 1.87343 0.68937 -2.05
C -1.70483 2.84773 2.71171 -1.69
C -2.30932 0.41846 2.61418 -1.94
H 0.44089 4.23722 -1.18178 0.55
H -0.83091 4.07020 0.02490 0.41
H -0.67904 2.86669 -1.26712 0.23
H 2.07152 4.47773 0.59696 0.51
H 2.37814 3.21835 1.79216 0.29
H 0.90615 4.18413 1.88736 0.32
H 2.30610 2.70297 -1.35511 0.59
H 1.34211 1.31672 -1.42829 0.18
H 2.63831 1.47211 -0.13989 0.42
H 3.03166 1.24287 1.88892 0.33
H 2.68398 -0.30448 1.09172 0.13
H 3.13671 -0.25907 2.79597 0.69
H 1.36319 2.11414 3.71709 0.32
H 1.76514 0.58233 4.49380 0.52
H 0.08077 1.03348 4.26987 0.34
H 0.46142 -1.62012 1.69866 0.30
H -0.26915 -1.19425 3.24364 0.28
H 1.42141 -1.67480 3.18422 0.51
H -2.50945 2.74147 0.08377 0.24
H -3.75010 2.05465 1.13051 0.61
H -2.85310 1.01465 0.02912 0.36
H -1.36557 3.72933 2.16342 0.29
H -1.05914 2.72496 3.58027 0.29
H -2.71435 3.06398 3.07963 0.55
H -2.30427 -0.50556 2.02833 0.27
H -3.34965 0.62846 2.88652 0.56
H -1.76361 0.23961 3.53921 0.34
```


Record 3
The following is a DFT calculation (the ωB97M-V functional and the def2-TZVPD basis) of C25H44F6HfO15 as an isolated structure.

Values from the calculation:
Kohn-Sham gap: 4.1 eV
Multiplicity: 1
Electronic energy: -74945.2185 eV
Total charge: +2
Relative energy (zero: lowest compared OMol25 entry of this formula, charge and spin): 0.0 kJ/mol
Lowest unoccupied orbital energy: -0.331 hartree

The geometry in XYZ format:
```
91
Properties=species:S:1:pos:R:3:mulliken_charge:R:1
Hf 3.27319 -0.31843 0.56200 1.63
C 3.83629 2.79297 -0.94033 0.13
O 3.75788 2.07619 -2.16922 -0.34
O 3.72829 1.80772 0.00547 -0.92
C 5.10851 3.65795 -1.08116 0.77
F 5.26604 4.57904 -0.11622 -0.26
F 6.20034 2.85613 -0.97229 -0.27
F 5.16940 4.29526 -2.23175 -0.22
C 2.83254 2.56874 -3.16212 -0.28
C 2.69719 1.41241 -4.18455 -1.04
H 2.35813 0.50757 -3.68145 -0.01
H 1.94911 1.67112 -4.93316 0.40
H 3.68131 1.32098 -4.63858 0.38
H 3.36396 3.34892 -3.70604 0.43
H 1.85800 2.85510 -2.76567 0.33
H 3.01188 3.51580 -0.93406 0.17
O -0.47775 0.74547 -0.91651 -0.19
C 0.71899 0.49018 -0.51230 1.73
O 1.09052 0.55437 0.69067 0.07
O 1.66629 0.03054 -1.20692 -0.21
H -0.58766 0.44963 -1.85965 0.29
C -1.67158 0.39747 3.53453 -0.22
O -2.72460 -0.08225 2.73245 -0.39
C -3.32686 0.89012 1.89419 0.52
C -4.32846 0.24772 0.97390 -0.72
O -5.58633 0.00467 1.57483 -0.38
C -6.43705 1.14628 1.68212 -0.72
H -1.55544 -0.24477 4.40794 0.17
H -1.88747 1.38777 3.94395 0.24
H -0.74543 0.40593 2.95161 -0.06
H -2.50657 1.36402 1.33896 -0.08
H -3.79008 1.64448 2.53643 0.18
H -3.89399 -0.65891 0.54322 0.20
H -4.50709 0.82309 0.05676 0.41
H -7.36070 0.81667 2.15366 0.28
H -6.65699 1.68933 0.76087 0.32
H -6.07798 1.89903 2.39236 0.28
C -2.38620 0.21369 -3.89217 -0.86
O -1.12049 -0.18429 -3.37592 -0.49
C -0.82215 -1.58117 -3.44157 -0.13
C -1.66435 -2.42044 -2.47614 0.00
O -2.94038 -2.65600 -3.05470 -0.40
C -3.73143 -3.58743 -2.34751 -0.74
H -2.46389 1.28672 -3.70699 0.31
H -3.21300 -0.17397 -3.29514 0.28
H -2.53855 0.03540 -4.95515 0.33
H 0.22313 -1.57247 -3.13000 -0.17
H -0.88375 -1.98150 -4.45517 0.51
H -1.85194 -1.88823 -1.53555 -0.02
H -1.24057 -3.41380 -2.29320 0.40
H -4.55778 -3.92152 -2.97587 0.28
H -4.26014 -3.03127 -1.56591 0.24
H -3.22013 -4.48333 -1.99048 0.32
O 1.79671 -1.72366 1.89530 -1.14
C 1.25865 -2.39868 2.78742 0.18
O -0.02950 -2.51351 2.78156 -0.16
C -0.57240 -3.08664 3.97241 -0.25
C 0.64652 -3.78602 4.60924 -0.65
C 1.82547 -3.04432 4.01004 -0.42
H -1.35717 -3.79924 3.73343 0.35
H -1.00766 -2.37175 4.66749 0.14
H 0.69720 -4.84755 4.36762 0.31
H 0.65761 -3.76548 5.69734 0.35
H 2.69112 -3.68429 3.84552 0.39
H 2.17716 -2.19420 4.60569 0.30
O 2.87144 -2.29357 -0.62745 -0.65
C 2.86452 -3.23204 -1.43243 0.36
O 1.85110 -3.31028 -2.27216 -0.02
C 2.02367 -4.46254 -3.14246 -0.39
C 3.52361 -4.63380 -3.23577 -0.62
C 4.00296 -4.17285 -1.86502 -0.46
H 1.53414 -4.17990 -4.07126 0.32
H 1.43446 -5.21436 -2.61804 0.31
H 4.00899 -3.97304 -3.95428 0.29
H 3.77531 -5.65024 -3.53068 0.39
H 4.92843 -3.60111 -1.81225 0.38
H 4.12612 -5.00924 -1.17250 0.31
C 0.33911 4.27940 0.69162 -0.99
C 0.32981 3.49414 2.00558 0.62
O 0.08901 4.44743 3.04987 -0.35
C -1.15416 4.55290 3.51586 0.38
O -2.05270 3.84816 3.15315 -0.55
C -1.39368 5.68174 4.52057 0.85
F -0.32653 6.36739 4.88293 -0.22
F -2.34679 6.49613 4.05166 -0.24
F -1.97634 5.11864 5.59386 -0.25
H -0.47080 4.98551 0.51261 0.43
H 0.17420 3.53183 -0.09417 0.09
H 1.28405 4.77833 0.48586 0.27
H 1.35348 3.12733 2.08650 0.09
H -0.35124 2.65064 2.07291 -0.25
```


Record 4
The following is a DFT calculation (the ωB97M-V functional and the def2-TZVPD basis) of a 2-piece molecular cluster, C7H19N4 overall.

Values from the calculation:
Kohn-Sham gap: 8.5 eV
Multiplicity: 1
Electronic energy: -13516.1221 eV
Total charge: +1
Relative energy (zero: lowest compared OMol25 entry of this formula, charge and spin): 643.3 kJ/mol
Lowest unoccupied orbital energy: -0.154 hartree

The geometry in XYZ format:
```
30
Properties=species:S:1:pos:R:3:mulliken_charge:R:1
C -2.30075 -0.16097 0.23605 -0.90
C -0.12688 -0.64091 -0.29986 0.09
C -0.47072 1.27673 1.21982 -0.51
C -2.88390 -0.43054 -2.20449 -0.88
C -1.24968 -2.93889 -0.38255 -0.83
C 3.43467 0.35843 -0.13362 -1.13
C 2.61788 2.23036 0.97243 -1.11
N -0.82341 0.21814 0.38817 0.24
N -2.37863 -0.92903 -0.91755 0.21
N -1.27854 -1.71419 -1.06191 -0.22
N 2.75774 0.76534 1.07192 -0.35
H -2.72831 -0.78553 1.07959 0.28
H -3.02365 0.66061 0.21969 0.44
H 0.95564 -0.84443 -0.34557 0.41
H -0.82978 2.24220 0.87364 0.38
H -0.84555 1.15101 2.19791 0.38
H 0.68184 1.21609 1.36214 0.03
H -2.46239 0.50826 -2.50130 0.34
H -2.96721 -1.15683 -3.00515 0.33
H -4.02484 -0.23220 -2.10626 0.33
H -1.85940 -3.58389 -0.97821 0.34
H -0.29929 -3.40490 -0.26840 0.36
H -1.60564 -3.03857 0.81914 0.23
H 4.41152 0.97443 -0.26344 0.35
H 3.67389 -0.62291 -0.05006 0.41
H 2.80894 0.50551 -0.94196 0.39
H 1.97284 2.56838 1.86175 0.34
H 3.52920 2.81367 1.08985 0.40
H 1.94322 2.49416 0.14195 0.39
H 3.37123 0.50049 1.92628 0.25
```


Record 5
The following is a DFT calculation (the ωB97M-V functional and the def2-TZVPD basis) of an isolated ion of composition C33H38NSi and charge +1.

Values from the calculation:
Kohn-Sham gap: 9.2 eV
Multiplicity: 1
Electronic energy: -44200.4514 eV
Total charge: +1
SMILES: Cc1cc(C)c([C@@H](C)[N@H+]2CCC[C@H]2[Si](c2ccccc2)(c2ccccc2)c2ccccc2)c(C)c1
Relative energy (zero: lowest compared OMol25 entry of this formula, charge and spin): 0.0 kJ/mol
Lowest unoccupied orbital energy: -0.082 hartree

The geometry in XYZ format:
```
73
Properties=species:S:1:pos:R:3:mulliken_charge:R:1
C 5.32054 -1.79024 -4.01784 -1.47
C 4.04655 -1.63846 -3.25367 0.45
C 3.48612 -0.37305 -3.10538 -1.07
C 2.24206 -0.20291 -2.50914 1.35
C 1.57386 1.12781 -2.70455 -1.21
C 1.64608 -1.30270 -1.84256 0.19
C 0.42203 -1.06350 -0.96956 1.59
C -0.83736 -1.68897 -1.57103 -0.93
N 0.68090 -1.48959 0.37466 0.36
C 2.14457 -1.51954 0.77600 -0.78
C 2.16794 -1.35461 2.28702 -1.09
C 0.94537 -0.51477 2.63997 -0.54
C -0.11938 -0.80414 1.56615 0.42
Si -1.30513 0.62193 1.26428 0.24
C -0.38379 2.05677 0.51743 1.44
C -1.14500 3.20579 0.24734 -0.69
C -0.52561 4.40033 -0.12547 -0.82
C 0.86589 4.47336 -0.22219 -0.77
C 1.63526 3.34153 0.06658 -0.63
C 1.01908 2.13709 0.43868 0.38
C -2.06097 1.36598 2.80518 0.70
C -3.44346 1.32077 3.02700 -0.38
C -4.02065 2.06207 4.06096 -0.72
C -3.21890 2.84037 4.90217 -0.57
C -1.83258 2.85638 4.70527 -0.79
C -1.24986 2.11569 3.66968 -0.33
C -2.80648 -0.02358 0.38501 0.00
C -3.36548 0.58069 -0.74798 -0.51
C -4.37282 -0.08622 -1.45417 -0.76
C -4.86209 -1.31848 -1.01070 -0.59
C -4.38733 -1.86144 0.18709 -0.92
C -3.37218 -1.21316 0.89445 0.15
C 2.14071 -2.60278 -2.07966 0.92
C 1.44605 -3.87262 -1.63846 -1.65
C 3.33455 -2.74831 -2.78376 -1.01
H 5.54050 -2.84943 -4.19304 0.36
H 5.24477 -1.27662 -4.98898 0.36
H 6.16418 -1.33817 -3.47711 0.33
H 4.00493 0.49492 -3.52997 0.44
H 2.31992 1.93488 -2.69836 0.45
H 1.08487 1.15602 -3.69080 0.32
H 0.82146 1.38678 -1.95604 -0.06
H 0.24765 0.01919 -0.90390 -1.93
H -1.72603 -1.28433 -1.09310 -0.14
H -0.87880 -1.40877 -2.63522 0.41
H -0.87549 -2.78480 -1.49883 0.32
H 0.38037 -2.46855 0.40163 0.78
H 2.64704 -0.69078 0.26751 0.52
H 2.58424 -2.46434 0.43689 0.43
H 3.10700 -0.88469 2.58579 0.41
H 2.10821 -2.33410 2.77586 0.35
H 1.22003 0.54966 2.65710 0.11
H 0.51276 -0.73525 3.62261 0.47
H -0.77486 -1.60816 1.92373 0.63
H -2.23343 3.17188 0.37532 0.32
H -1.14154 5.27832 -0.32311 0.44
H 1.35423 5.40372 -0.51474 0.40
H 2.72351 3.38106 0.01406 0.49
H 1.64161 1.27047 0.69191 -0.23
H -4.08502 0.72676 2.37227 0.24
H -5.10240 2.03600 4.19278 0.41
H -3.67316 3.43109 5.70346 0.38
H -1.19461 3.46044 5.35160 0.41
H -0.16674 2.14852 3.51748 0.22
H -3.00165 1.55636 -1.08013 0.36
H -4.78785 0.36998 -2.35289 0.44
H -5.62979 -1.84626 -1.57999 0.42
H -4.80555 -2.78488 0.58649 0.43
H -3.01983 -1.62013 1.84787 0.36
H 2.12273 -4.71962 -1.81741 0.47
H 1.18064 -3.90633 -0.56735 0.32
H 0.54063 -4.06028 -2.23190 0.30
H 3.73696 -3.74806 -2.97024 0.31
```